C7H11F3O | ωB97M-V/def2-TZVPD

Summary:
Highest occupied orbital energy ... -9.869 eV
Energy relative to the best compared isomer or geometry (same formula, charge and spin) ... 0.000 eV
HOMO-LUMO gap ... 10.88 eV

The geometry in ORCA input format:
```
! RIJCOSX wB97M-V def2-TZVPD def2/J DEFGRID3
* xyz 0 1
F 2.045 1.814 0.063
C 2.676 0.673 -0.273
F 2.571 0.552 -1.612
F 3.983 0.858 -0.007
C 2.129 -0.528 0.460
C 0.883 -1.138 -0.178
C -0.311 -0.219 -0.157
C -1.644 -0.738 -0.668
C -2.530 0.445 -0.281
C -1.875 0.901 1.048
O -0.653 0.160 1.175
H 2.932 -1.264 0.494
H 1.900 -0.204 1.475
H 0.648 -2.054 0.370
H 1.084 -1.404 -1.216
H -0.078 0.703 -0.716
H -1.920 -1.574 -0.017
H -1.681 -1.069 -1.704
H -2.443 1.242 -1.020
H -3.586 0.198 -0.181
H -1.644 1.968 1.025
H -2.484 0.676 1.922
*
```



FHNaO3P | ωB97M-V/def2-TZVPD

Summary:
Highest occupied orbital energy (spin up / spin down) ... -19.909 / -19.153 eV
HOMO-LUMO gap (spin up / spin down) ... 7.51 / 6.68 eV

The geometry in ORCA input format:
```
! RIJCOSX wB97M-V def2-TZVPD def2/J DEFGRID3
* xyz 2 1
O -0.126 0.085 -1.108
H -0.220 1.002 -1.427
F -1.649 0.223 -0.536
P -1.268 0.397 1.670
O 0.252 0.354 1.484
O 1.065 0.243 0.385
Na 1.947 -2.303 -0.468
*
```



C28H32CdN3O2 | ωB97M-V/def2-TZVPD

Summary:
Highest occupied orbital energy ... -3.640 eV
Energy relative to the best compared isomer or geometry (same formula, charge and spin) ... 0.329 eV
HOMO-LUMO gap ... 6.57 eV

The geometry in ORCA input format:
```
! RIJCOSX wB97M-V def2-TZVPD def2/J DEFGRID3
* xyz -1 1
Cd -0.500 0.152 0.090
O 0.769 1.982 0.052
C 0.749 2.897 -0.838
C 0.988 4.257 -0.458
C 0.969 5.289 -1.356
C 0.734 5.056 -2.721
C 0.530 3.764 -3.136
C 0.521 2.677 -2.244
C 0.335 1.363 -2.800
N 0.142 0.294 -2.132
C 0.146 -0.993 -2.780
C 1.092 -1.910 -1.992
N 0.771 -1.844 -0.588
C 0.808 -2.908 0.117
C 0.480 -3.015 1.514
C 0.464 -4.306 2.072
C 0.123 -4.543 3.379
C -0.232 -3.452 4.189
C -0.227 -2.180 3.686
C 0.142 -1.883 2.336
O 0.174 -0.664 1.953
H 1.173 4.440 0.594
H 1.145 6.302 -1.012
H 0.720 5.875 -3.428
H 0.358 3.560 -4.189
H 0.402 1.304 -3.897
H 0.478 -0.934 -3.825
H -0.862 -1.421 -2.749
H 2.114 -1.544 -2.143
H 1.033 -2.933 -2.390
H 1.092 -3.857 -0.365
H 0.721 -5.145 1.430
H 0.112 -5.551 3.773
H -0.509 -3.625 5.223
H -0.509 -1.330 4.297
C -2.778 -4.418 -0.404
C -3.530 -3.115 -0.295
C -4.922 -3.093 -0.398
C -5.580 -1.875 -0.291
C -7.084 -1.828 -0.409
C -4.878 -0.698 -0.078
C -3.464 -0.662 0.061
C -2.843 -1.940 -0.081
N -2.676 0.418 0.285
C -3.133 1.780 0.572
C -4.578 1.961 1.076
C -2.240 2.356 1.687
C -2.991 2.636 -0.697
H -3.471 -5.248 -0.549
H -2.195 -4.609 0.500
H -2.084 -4.397 -1.248
H -5.478 -4.011 -0.556
H -7.492 -2.828 -0.561
H -7.401 -1.200 -1.246
H -7.536 -1.414 0.496
H -5.463 0.206 -0.036
H -1.766 -1.997 0.021
H -4.816 1.261 1.878
H -5.310 1.862 0.275
H -4.672 2.976 1.468
H -2.418 1.805 2.613
H -2.469 3.412 1.848
H -1.181 2.266 1.446
H -3.601 2.209 -1.496
H -1.956 2.655 -1.031
H -3.311 3.668 -0.521
*
```



C22H44N3O2OsP3 | ωB97M-V/def2-TZVPD

Summary:
Highest occupied orbital energy (spin up / spin down) ... -20.066 / -20.015 eV
Energy relative to the best compared isomer or geometry (same formula, charge and spin) ... 0.000 eV
HOMO-LUMO gap (spin up / spin down) ... 6.57 / 4.62 eV

The geometry in ORCA input format:
```
! RIJCOSX wB97M-V def2-TZVPD def2/J DEFGRID3
* xyz 4 5
Os 0.030 -0.205 0.403
P -1.680 -1.708 0.253
P 1.516 -0.594 2.108
P 1.298 -1.657 -0.862
H -1.444 4.637 -1.814
C -0.813 3.790 -2.134
C -1.662 2.636 -2.424
H -2.363 2.504 -1.584
C -3.290 -0.848 0.193
C -1.685 -2.875 1.677
C -1.931 -2.928 -1.132
C 2.949 0.528 1.916
C 1.079 -0.263 3.857
C 2.226 -2.271 2.343
C 0.829 -1.700 -2.626
C 1.444 -3.483 -0.551
C 3.045 -1.136 -1.070
H -0.078 4.044 -2.888
H -2.193 2.784 -3.367
H -3.135 0.129 -0.284
H -3.655 -0.692 1.213
H -4.019 -1.421 -0.392
H -1.873 -2.292 2.586
H -0.728 -3.401 1.772
H -2.485 -3.618 1.554
H -2.033 -2.387 -2.082
H -2.863 -3.489 -0.946
H -1.099 -3.643 -1.199
H 3.656 0.367 2.741
H 2.599 1.569 1.955
H 3.470 0.369 0.966
H 1.837 -0.735 4.497
H 0.103 -0.699 4.106
H 1.080 0.813 4.070
H 3.208 -2.368 1.865
H 1.563 -3.046 1.943
H 2.352 -2.473 3.414
H 1.331 -2.539 -3.124
H 1.134 -0.773 -3.116
H -0.248 -1.809 -2.757
H 1.424 -4.019 -1.510
H 0.640 -3.893 0.068
H 2.396 -3.724 -0.066
H 3.467 -1.626 -1.957
H 3.674 -1.390 -0.209
H 3.084 -0.053 -1.234
C -0.163 1.232 -3.613
C 1.114 1.787 -3.617
C 2.028 1.290 -4.552
C 1.616 0.318 -5.465
C 0.272 -0.112 -5.512
C -0.657 0.426 -4.633
O -1.013 1.370 -2.528
H -0.125 0.759 -1.078
H 1.364 2.579 -2.905
H 3.046 1.660 -4.535
H 2.316 -0.084 -6.208
H -0.098 -0.859 -6.237
H -1.714 0.148 -4.638
C -2.382 1.278 5.081
N -1.730 1.781 3.885
C -0.974 2.917 3.978
C -0.393 3.389 2.846
C -0.511 2.606 1.682
N -0.808 1.278 1.749
C -1.599 0.872 2.816
O -2.201 -0.209 2.904
N -0.284 3.148 0.470
H -2.571 2.131 5.736
H -1.740 0.560 5.616
H -3.330 0.789 4.832
H -0.960 3.399 4.962
H 0.112 4.344 2.782
H -0.249 4.158 0.379
H -0.520 2.633 -0.367
*
```